1.
The following is a DFT calculation (wB97M-V/def2-TZVPD) of a single C16H15FOS2 molecule.

Calculated values
Molecular weight   306.4 g/mol
HOMO energy   -7.918 eV
Orbital gap   7.55 eV
Energy above the lowest of the compared OMol25 structures with the same formula, charge and spin   0.0 kcal/mol
SMILES   O=C1C(=C2SCCCS2)CC/C1=C\c1ccc(F)cc1

Last column: Löwdin charge in e.
Positions of all 35 atoms, in Å:
O: 0.720 1.832 0.151  -0.02
C: 0.410 0.645 0.177  -0.37
C: 1.362 -0.439 0.141  -0.28
C: 2.684 -0.157 0.160  -0.75
S: 3.193 1.510 0.290  1.01
C: 4.949 1.210 0.748  -0.48
C: 5.788 0.607 -0.371  -0.31
C: 5.048 -0.521 -1.080  -0.46
S: 3.902 -1.419 0.030  0.93
C: 0.667 -1.760 0.047  -0.14
C: -0.818 -1.432 0.299  -0.13
C: -0.941 0.063 0.207  -0.13
C: -2.020 0.858 0.116  0.03
C: -3.430 0.526 0.082  -0.20
C: -4.321 1.499 -0.387  -0.02
C: -5.676 1.255 -0.466  0.00
C: -6.154 0.023 -0.055  -0.27
F: -7.478 -0.227 -0.125  0.06
C: -5.309 -0.956 0.435  0.00
C: -3.952 -0.702 0.499  -0.01
H: 4.938 0.550 1.615  0.06
H: 5.334 2.183 1.046  0.07
H: 6.718 0.233 0.063  0.11
H: 6.037 1.374 -1.106  0.11
H: 5.729 -1.275 -1.469  0.07
H: 4.432 -0.140 -1.895  0.08
H: 0.813 -2.189 -0.948  0.12
H: 1.060 -2.474 0.771  0.11
H: -1.102 -1.763 1.300  0.12
H: -1.469 -1.930 -0.421  0.12
H: -1.799 1.915 0.018  0.12
H: -3.935 2.457 -0.702  0.12
H: -6.363 2.001 -0.835  0.12
H: -5.717 -1.900 0.761  0.12
H: -3.302 -1.457 0.904  0.10

---

2.
The following is a DFT calculation (wB97M-V/def2-TZVPD) of 2 unconnected molecules or ions with the total composition C2H3N3OS.

Calculated values
Molecular weight   117.1 g/mol
HOMO energy   -8.506 eV
Orbital gap   8.65 eV
Energy above the lowest of the compared OMol25 structures with the same formula, charge and spin   72.6 kcal/mol

Last column: Löwdin charge in e.
Positions of all 10 atoms, in Å:
C: 1.237 0.078 0.754  -0.53
C: -2.264 -0.359 -1.771  -0.44
N: 3.323 1.022 1.091  0.05
N: 2.233 0.671 0.733  -0.21
N: -3.254 -0.443 -1.051  0.16
O: -1.460 -0.127 -2.602  0.12
S: 0.146 -1.152 0.402  0.76
H: 3.790 1.849 0.752  0.05
H: -0.497 -1.034 1.720  -0.05
H: -3.253 -0.504 -0.027  0.08

---

3.
The following is a DFT calculation (wB97M-V/def2-TZVPD) of 2 unconnected molecules or ions with the total composition C3H3O3.

Calculated values
Molecular weight   87.1 g/mol
Net charge   +1
HOMO energy (alpha / beta)   -15.685 / -15.530 eV
Orbital gap (alpha / beta)   7.63 / 7.45 eV
Energy above the lowest of the compared OMol25 structures with the same formula, charge and spin   63.0 kcal/mol

Last column: Löwdin charge in e.
Positions of all 9 atoms, in Å:
C: -3.473 1.119 -0.934  0.10
C: -1.261 -0.246 -0.228  -0.14
C: 0.021 0.146 0.148  0.03
O: -4.420 0.921 -1.531  0.19
O: 0.976 -0.277 -0.535  0.28
O: -2.284 0.234 0.348  0.05
H: -1.172 -0.965 -0.991  0.15
H: 0.193 0.715 1.025  0.17
H: 1.867 -0.044 -0.360  0.17

---

4.
The following is a DFT calculation (wB97M-V/def2-TZVPD) of 12 unconnected molecules or ions with the total composition C37H98O12.

Calculated values
Molecular weight   735.2 g/mol
HOMO energy   -9.508 eV
Orbital gap   9.85 eV
SMILES   CC(C)O.CC(C)O.CC(C)O.CC(C)O.CC(C)O.CCOCC.CCOCC.CCOCC.CCOCC.CCO.CCO.CCO

Last column: Löwdin charge in e.
Positions of all 147 atoms, in Å:
C: -0.610 -2.780 -6.736  -0.06
C: -0.388 -2.283 -5.294  -0.45
C: -1.646 -2.481 -4.501  -0.06
O: 0.620 -3.179 -4.712  -0.07
H: -1.033 -3.786 -6.769  0.09
H: 0.321 -2.773 -7.318  0.08
H: -1.299 -2.122 -7.282  0.08
H: -0.112 -1.232 -5.288  0.12
H: -1.575 -1.883 -3.574  0.07
H: -1.755 -3.521 -4.210  0.09
H: -2.531 -2.047 -4.971  0.09
H: 0.908 -3.730 -5.442  0.08
C: -1.291 -2.226 4.266  -0.04
C: -0.647 -0.836 4.197  -0.45
C: 0.849 -0.970 3.905  -0.05
O: -1.338 -0.117 3.172  -0.09
H: -0.977 -2.816 3.398  0.08
H: -2.381 -2.121 4.198  0.08
H: -1.106 -2.803 5.169  0.08
H: -0.745 -0.348 5.179  0.14
H: 1.296 -1.780 4.482  0.08
H: 1.386 -0.037 4.124  0.07
H: 1.057 -1.145 2.845  0.06
H: -1.113 0.833 3.223  0.08
C: -1.472 0.257 -1.012  -0.05
C: -0.983 -1.040 -0.382  -0.49
C: 0.464 -0.888 -0.024  -0.06
O: -1.784 -1.328 0.756  -0.08
H: -2.490 0.160 -1.411  0.08
H: -0.856 0.527 -1.880  0.08
H: -1.470 1.077 -0.288  0.08
H: -1.117 -1.825 -1.124  0.11
H: 0.784 -1.747 0.587  0.08
H: 0.695 -0.035 0.628  0.08
H: 1.125 -0.888 -0.890  0.07
H: -1.579 -0.691 1.477  0.07
C: -3.997 -3.503 -1.199  -0.05
C: -3.893 -4.208 0.156  -0.45
C: -4.171 -5.700 0.101  -0.07
O: -2.524 -4.100 0.669  -0.10
H: -3.299 -2.663 -1.237  0.05
H: -4.978 -3.080 -1.431  0.08
H: -3.722 -4.175 -2.021  0.07
H: -4.498 -3.722 0.935  0.13
H: -3.497 -6.202 -0.598  0.08
H: -5.197 -5.897 -0.233  0.08
H: -4.047 -6.163 1.079  0.08
H: -2.278 -3.153 0.687  0.04
C: -2.592 4.847 2.105  -0.06
C: -1.228 4.218 2.263  -0.46
C: -0.256 5.090 3.026  -0.05
O: -1.393 2.924 2.929  -0.08
H: -2.958 5.291 3.036  0.09
H: -3.331 4.172 1.676  0.08
H: -2.540 5.692 1.399  0.08
H: -0.873 3.932 1.271  0.12
H: 0.407 4.496 3.649  0.08
H: -0.810 5.761 3.692  0.08
H: 0.299 5.718 2.331  0.07
H: -1.624 3.125 3.847  0.09
C: -6.163 -0.058 6.378  -0.08
C: -5.123 0.510 5.420  -0.30
O: -5.671 0.592 4.130  -0.15
C: -4.728 0.997 3.166  -0.29
C: -5.383 0.943 1.788  -0.06
H: -6.962 0.636 6.628  0.07
H: -6.553 -0.998 5.994  0.08
H: -5.649 -0.328 7.312  0.08
H: -4.751 1.477 5.770  0.12
H: -4.310 -0.234 5.424  0.11
H: -4.370 2.033 3.343  0.11
H: -3.806 0.396 3.173  0.10
H: -4.850 1.488 1.022  0.06
H: -6.399 1.332 1.927  0.08
H: -5.548 -0.104 1.523  0.07
C: -0.277 5.956 -0.826  -0.08
C: -1.573 5.559 -1.416  -0.33
O: -1.395 4.942 -2.636  -0.13
C: -2.593 4.382 -3.055  -0.30
C: -2.323 3.615 -4.342  -0.06
H: 0.248 6.672 -1.471  0.09
H: -0.386 6.462 0.134  0.07
H: 0.440 5.135 -0.727  0.08
H: -2.133 4.913 -0.722  0.10
H: -2.172 6.474 -1.565  0.13
H: -3.044 3.786 -2.261  0.11
H: -3.277 5.208 -3.314  0.12
H: -3.162 2.965 -4.586  0.07
H: -1.470 2.941 -4.207  0.07
H: -2.068 4.322 -5.126  0.08
C: 4.211 0.035 -7.595  -0.08
C: 3.285 -0.423 -6.524  -0.30
O: 3.860 -0.048 -5.283  -0.15
C: 3.024 -0.294 -4.185  -0.29
C: 3.277 0.776 -3.164  -0.08
H: 4.243 1.123 -7.606  0.08
H: 5.215 -0.282 -7.306  0.08
H: 3.961 -0.409 -8.554  0.08
H: 2.277 0.003 -6.614  0.12
H: 3.200 -1.524 -6.558  0.12
H: 1.945 -0.200 -4.379  0.11
H: 3.212 -1.293 -3.789  0.10
H: 2.576 0.667 -2.330  0.06
H: 3.218 1.771 -3.601  0.08
H: 4.272 0.710 -2.710  0.08
C: 5.362 3.224 4.495  -0.08
C: 3.998 3.458 3.894  -0.28
O: 4.111 3.154 2.518  -0.17
C: 2.909 3.026 1.826  -0.32
C: 3.233 2.564 0.437  -0.07
H: 6.096 3.902 4.045  0.08
H: 5.404 3.420 5.567  0.08
H: 5.716 2.217 4.278  0.07
H: 3.289 2.825 4.441  0.11
H: 3.758 4.529 3.935  0.12
H: 2.229 2.308 2.323  0.11
H: 2.351 3.978 1.836  0.11
H: 3.755 3.348 -0.113  0.08
H: 2.354 2.245 -0.123  0.07
H: 3.917 1.719 0.525  0.06
C: 4.074 -2.042 -0.363  -0.07
C: 4.089 -3.058 -1.511  -0.28
O: 3.636 -4.365 -1.088  -0.10
H: 4.165 -1.023 -0.777  0.07
H: 4.946 -2.165 0.271  0.06
H: 3.127 -2.079 0.172  0.06
H: 5.129 -3.229 -1.822  0.11
H: 3.560 -2.796 -2.427  0.08
H: 2.670 -4.297 -1.188  0.02
C: 4.103 0.034 2.885  -0.09
C: 4.618 -1.388 3.162  -0.29
O: 5.781 -1.332 4.003  -0.07
H: 3.985 0.408 3.915  0.07
H: 3.199 0.133 2.300  0.05
H: 4.915 0.637 2.483  0.07
H: 4.939 -1.809 2.196  0.08
H: 3.777 -2.025 3.461  0.11
H: 5.625 -1.722 4.865  0.08
C: 0.744 -6.079 -1.647  -0.08
C: 0.350 -4.696 -1.059  -0.28
O: 0.898 -3.604 -1.818  -0.11
H: 0.066 -6.870 -1.311  0.07
H: 1.766 -6.420 -1.477  0.06
H: 0.612 -6.031 -2.739  0.07
H: 0.629 -4.677 -0.003  0.12
H: -0.746 -4.717 -1.098  0.09
H: 0.326 -3.424 -2.574  0.05

---

5.
The following is a DFT calculation (wB97M-V/def2-TZVPD) of a single C18H20N2O5 molecule.

Calculated values
Molecular weight   344.4 g/mol
HOMO energy   -8.808 eV
Orbital gap   8.36 eV
Energy above the lowest of the compared OMol25 structures with the same formula, charge and spin   109.5 kcal/mol
SMILES   O=C(c1ccc(COc2ccccc2[N+](=O)[O-])o1)N1CCCCCC1

Last column: Löwdin charge in e.
Positions of all 45 atoms, in Å:
O: 3.761 -0.618 2.375  0.06
C: 2.708 -0.422 1.780  -0.39
C: 2.773 0.052 0.378  -0.16
C: 3.805 0.746 -0.201  0.02
C: 3.430 0.971 -1.542  0.01
C: 2.209 0.376 -1.695  -0.23
C: 1.260 0.312 -2.845  -0.09
O: 0.060 0.930 -2.404  -0.01
C: -1.003 1.005 -3.211  -0.19
C: -1.019 0.580 -4.543  0.00
C: -2.148 0.732 -5.324  -0.06
C: -3.296 1.319 -4.811  -0.07
C: -3.305 1.744 -3.500  0.01
C: -2.181 1.585 -2.696  -0.07
N: -2.275 2.017 -1.329  -0.34
O: -1.481 1.592 -0.518  0.10
O: -3.179 2.782 -1.055  0.08
O: 1.814 -0.185 -0.540  0.08
N: 1.498 -0.597 2.354  -0.03
C: 0.248 -0.290 1.680  -0.15
C: -0.951 -0.061 2.597  -0.17
C: -1.608 -1.345 3.100  -0.21
C: -0.843 -2.027 4.230  -0.22
C: 0.600 -2.363 3.866  -0.17
C: 1.482 -1.124 3.705  -0.14
H: 4.703 1.058 0.289  0.12
H: 3.988 1.495 -2.290  0.11
H: 1.058 -0.732 -3.122  0.15
H: 1.688 0.845 -3.703  0.14
H: -0.140 0.128 -4.972  0.11
H: -2.129 0.390 -6.347  0.11
H: -4.172 1.439 -5.428  0.11
H: -4.180 2.200 -3.062  0.12
H: -0.002 -1.097 0.979  0.13
H: 0.383 0.620 1.091  0.12
H: -1.681 0.485 1.996  0.10
H: -0.676 0.580 3.434  0.12
H: -1.714 -2.040 2.264  0.11
H: -2.613 -1.109 3.459  0.11
H: -1.366 -2.947 4.502  0.11
H: -0.843 -1.378 5.110  0.11
H: 0.629 -2.952 2.948  0.12
H: 1.022 -2.977 4.664  0.11
H: 1.165 -0.346 4.408  0.13
H: 2.522 -1.372 3.930  0.12

---

6.
The following is a DFT calculation (wB97M-V/def2-TZVPD) of 2 unconnected molecules or ions with the total composition C4H11N3O2.

Calculated values
Molecular weight   133.2 g/mol
HOMO energy   -9.582 eV
Orbital gap   10.13 eV
Energy above the lowest of the compared OMol25 structures with the same formula, charge and spin   29.0 kcal/mol
SMILES   [H]/N=C(\N)NC.CC(=O)O

Last column: Löwdin charge in e.
Positions of all 20 atoms, in Å:
H: -2.111 0.500 -1.707  0.04
N: -1.953 0.747 -0.739  0.13
C: -0.782 1.089 -0.412  -0.62
N: 0.195 1.625 -1.256  0.12
N: -0.365 1.221 0.903  -0.05
C: -1.309 1.233 2.041  -0.08
H: 1.123 1.846 -0.937  0.08
H: 0.214 1.290 -2.201  0.09
H: 0.248 2.005 1.071  0.12
H: -1.929 2.122 1.970  0.08
H: -0.735 1.358 2.960  0.08
H: -1.735 0.240 2.083  0.08
C: 0.461 -2.287 -0.586  0.01
C: 1.941 -2.112 -0.629  -0.53
O: 2.860 -2.828 -0.857  0.13
O: 2.276 -0.790 -0.328  0.04
H: -0.007 -1.345 -0.737  0.04
H: 0.046 -2.492 0.410  0.11
H: 0.023 -3.098 -1.147  0.09
H: 1.539 -0.326 0.098  0.06

---

7.
The following is a DFT calculation (wB97M-V/def2-TZVPD) of a molecular structure, H3NP2S.

Calculated values
Molecular weight   111.0 g/mol
HOMO energy   -8.224 eV
Orbital gap   8.15 eV
Energy above the lowest of the compared OMol25 structures with the same formula, charge and spin   25.1 kcal/mol

Last column: Löwdin charge in e.
Positions of all 7 atoms, in Å:
N: 0.330 -0.163 0.027  -0.80
P: -1.333 -0.354 0.496  0.47
P: 0.529 1.333 -0.764  0.46
S: -1.274 1.807 0.287  0.07
H: 1.067 -0.934 0.072  0.06
H: -1.747 -0.539 -0.968  -0.10
H: 1.325 1.688 0.226  -0.16

---

8.
The following is a DFT calculation (wB97M-V/def2-TZVPD) of a molecular structure, C53H61BiFN6O3S.

Calculated values
Molecular weight   1090.2 g/mol
Net charge   -1
HOMO energy   -4.271 eV
Orbital gap   6.64 eV

Last column: Löwdin charge in e.
Positions of all 126 atoms, in Å:
Bi: 0.090 0.022 -0.103  1.95
C: -2.307 1.469 2.109  -0.08
N: -1.083 0.855 2.615  -0.23
C: -1.408 -0.158 3.607  -0.11
C: -0.161 1.840 3.115  -0.21
C: -0.334 2.367 4.386  -0.05
C: 0.483 3.361 4.902  -0.12
C: 1.497 3.853 4.096  -0.11
C: 1.678 3.360 2.819  -0.03
C: 0.872 2.327 2.274  -0.25
N: 1.028 1.896 0.988  -0.12
C: 1.851 2.634 0.124  -0.29
C: 3.236 2.691 0.255  -0.05
C: 4.013 3.409 -0.643  -0.09
C: 3.409 4.073 -1.697  -0.10
C: 2.033 4.011 -1.859  -0.03
C: 1.243 3.307 -0.961  -0.21
N: -0.167 3.195 -1.104  -0.21
C: -0.674 3.283 -2.458  -0.09
C: -0.923 4.013 -0.172  -0.07
H: -2.887 1.951 2.912  0.09
H: -2.058 2.217 1.357  0.06
H: -2.926 0.699 1.643  0.07
H: -2.029 0.233 4.426  0.08
H: -1.966 -0.958 3.125  0.04
H: -0.493 -0.569 4.033  0.09
H: -1.149 2.003 5.001  0.10
H: 0.315 3.754 5.897  0.09
H: 2.156 4.634 4.461  0.09
H: 2.458 3.776 2.200  0.09
H: 3.706 2.134 1.057  0.12
H: 5.089 3.442 -0.521  0.10
H: 4.012 4.624 -2.409  0.09
H: 1.573 4.507 -2.706  0.10
H: -0.650 4.305 -2.874  0.09
H: -0.088 2.617 -3.085  0.06
H: -1.713 2.948 -2.467  0.09
H: -0.824 5.087 -0.398  0.09
H: -1.980 3.749 -0.242  0.08
H: -0.581 3.843 0.847  0.07
C: -1.436 -4.397 4.784  -0.07
C: -1.263 -5.026 3.403  -0.21
N: -1.737 -4.172 2.317  -0.13
C: -3.071 -4.418 1.785  -0.26
C: -4.168 -3.601 2.466  -0.08
C: -0.966 -3.133 1.895  -0.69
S: -1.627 -2.092 0.699  0.68
N: 0.223 -3.061 2.496  0.10
C: 1.131 -2.092 2.386  -0.44
O: 1.145 -1.060 1.684  -0.19
C: 2.318 -2.254 3.295  -0.12
C: 2.404 -3.281 4.229  -0.03
C: 3.491 -3.351 5.087  -0.09
C: 4.498 -2.397 5.017  -0.10
C: 4.426 -1.382 4.073  -0.08
C: 3.340 -1.309 3.217  -0.01
H: -1.065 -5.077 5.555  0.07
H: -2.485 -4.178 4.989  0.06
H: -0.871 -3.467 4.836  0.06
H: -1.813 -5.967 3.348  0.11
H: -0.207 -5.229 3.234  0.10
H: -3.277 -5.484 1.899  0.11
H: -3.060 -4.178 0.723  0.08
H: -4.247 -3.846 3.526  0.06
H: -5.128 -3.804 1.989  0.07
H: -3.953 -2.539 2.361  0.05
H: 1.611 -4.013 4.277  0.09
H: 3.560 -4.149 5.816  0.10
H: 5.336 -2.442 5.701  0.10
H: 5.219 -0.648 4.009  0.10
H: 3.249 -0.521 2.480  0.11
C: -0.174 -4.772 -2.384  -0.06
C: 0.553 -3.514 -1.893  -0.38
C: 1.727 -3.903 -0.991  -0.05
C: 0.954 -2.657 -3.075  -0.14
C: 1.887 -3.171 -3.970  -0.05
C: 2.179 -2.525 -5.155  -0.09
C: 1.496 -1.363 -5.470  -0.06
C: 0.557 -0.815 -4.608  -0.15
C: -0.190 0.426 -5.055  -0.36
C: -0.986 0.174 -6.341  -0.06
C: 0.769 1.606 -5.260  -0.08
C: 0.304 -1.432 -3.362  -0.22
N: -0.593 -0.841 -2.441  -0.07
C: -1.918 -0.995 -2.663  -0.30
C: -2.465 -1.858 -3.655  -0.03
C: -3.823 -2.028 -3.838  -0.12
C: -4.747 -1.363 -3.039  -0.13
C: -4.257 -0.492 -2.075  -0.05
C: -2.904 -0.317 -1.920  -0.26
F: -2.509 0.608 -0.978  -0.08
H: -0.488 -5.385 -1.534  0.07
H: 0.475 -5.376 -3.022  0.07
H: -1.063 -4.500 -2.958  0.07
H: -0.158 -2.946 -1.305  0.05
H: 2.443 -4.536 -1.521  0.07
H: 1.361 -4.460 -0.124  0.07
H: 2.248 -3.015 -0.634  0.06
H: 2.372 -4.116 -3.746  0.10
H: 2.905 -2.942 -5.844  0.09
H: 1.694 -0.876 -6.419  0.10
H: -0.909 0.684 -4.278  0.11
H: -0.331 -0.143 -7.155  0.07
H: -1.488 1.094 -6.653  0.07
H: -1.750 -0.590 -6.190  0.07
H: 1.392 1.443 -6.143  0.07
H: 1.424 1.722 -4.396  0.05
H: 0.206 2.531 -5.408  0.07
H: -1.771 -2.399 -4.285  0.11
H: -4.174 -2.689 -4.623  0.09
H: -5.811 -1.513 -3.161  0.08
H: -4.922 0.079 -1.437  0.11
O: 1.853 0.575 -2.517  0.01
C: 2.585 -0.057 -1.766  -0.60
O: 2.198 -0.586 -0.650  -0.21
C: 4.016 -0.320 -2.135  -0.12
C: 4.400 -0.162 -3.462  -0.01
C: 5.717 -0.381 -3.831  -0.08
C: 6.653 -0.746 -2.872  -0.10
C: 6.269 -0.911 -1.548  -0.09
C: 4.948 -0.703 -1.180  -0.02
H: 3.647 0.133 -4.182  0.11
H: 6.019 -0.272 -4.865  0.10
H: 7.686 -0.905 -3.158  0.09
H: 7.001 -1.209 -0.807  0.10
H: 4.625 -0.827 -0.154  0.11

---

> What is the molecular weight in the fifth record?

344.4 g/mol

---

> The highest molecular weight belongs to which entry?

C53H61BiFN6O3S

---

> The highest molecular weight belongs to which entry?

C53H61BiFN6O3S

---

> Look up the molecular weight of the seventh one.

111.0 g/mol